[1]
Entry from OMol25: one molecule with the formula C5H8O (ωB97M-V with the def2-TZVPD basis set).

Geometry as XYZ:
```
14
Properties=species:S:1:pos:R:3:forces:R:3
C -1.397 -0.302 -0.480 -0.1 -0.1 0.0
C -0.572 0.830 0.061 0.0 0.1 0.1
C 0.321 0.552 1.266 -0.1 0.2 0.1
O 0.757 -0.782 1.095 0.0 -0.1 0.1
C 1.137 -0.806 -0.267 0.0 -0.1 -0.2
C -0.002 -0.098 -1.001 0.1 0.0 -0.1
H -1.711 -1.164 0.104 0.3 0.1 0.1
H -2.151 0.049 -1.183 0.1 -0.2 0.2
H -0.963 1.837 -0.063 0.4 -0.1 -0.3
H -0.155 0.655 2.242 0.0 -0.1 -0.1
H 1.219 1.200 1.218 -0.4 0.1 0.1
H 1.323 -1.839 -0.568 -0.1 0.1 0.0
H 2.078 -0.225 -0.361 -0.3 -0.2 -0.3
H 0.116 0.094 -2.065 0.1 0.3 0.3
```
Positions in Å, forces in eV/Å.

The energy relative to the best compared isomer or geometry (same formula, charge and spin) is 34.5 kcal/mol. Its SMILES is C1OC[C@H]2C[C@@H]12. As for the total charge: 0.

[2]
Entry from OMol25: a 2-piece molecular cluster, C5H8O overall (ωB97M-V with the def2-TZVPD basis set).

Geometry as XYZ:
```
14
Properties=species:S:1:pos:R:3:forces:R:3
C 2.072 -0.491 0.026 0.0 -0.1 0.0
C 0.784 0.189 -0.333 -0.2 -0.1 -0.1
C -0.384 -0.428 -0.509 0.2 0.1 0.0
C -1.670 0.257 -0.865 0.0 0.0 0.0
C -0.690 0.944 2.535 -1.3 -0.6 0.0
O -1.720 0.461 2.501 1.3 0.6 0.1
H 2.485 -0.083 0.957 -0.1 0.0 -0.1
H 1.930 -1.569 0.161 0.0 0.2 0.0
H 2.830 -0.341 -0.753 -0.1 0.0 0.1
H 0.826 1.273 -0.455 0.0 -0.1 0.0
H -2.010 -0.035 -1.866 0.0 0.0 0.2
H -0.428 -1.513 -0.387 0.0 0.1 0.0
H -1.556 1.347 -0.851 0.0 -0.2 0.0
H -2.469 -0.010 -0.162 0.1 0.0 -0.1
```
Positions in Å, forces in eV/Å.

The energy relative to the best compared isomer or geometry (same formula, charge and spin) is 21.3 kcal/mol. As for the total charge: 0.

Values of Kohn-Sham gap, in order: 11.0529; 10.4486, all in eV.